Entry from the OMol25 dataset: C49H75Cl3N5O2SSiW as an isolated structure at a distorted geometry (wB97M-V/def2-TZVPD).

Element x y z (Å)
1 W 0.63500 -0.56076 -0.12463
2 C 4.27631 0.98775 1.86401
3 N 3.06709 1.11730 2.66219
4 C 3.39138 1.00511 4.08442
5 C 2.32404 2.34788 2.39627
6 C 1.08430 2.35283 1.46784
7 N 0.17539 1.16107 1.40383
8 C 0.08691 0.61287 2.78530
9 C -0.91174 -0.47824 3.07905
10 C -1.37424 -0.48896 4.39115
11 C -2.10034 -1.55050 4.89274
12 C -2.33141 -2.60816 4.01829
13 C -1.93356 -2.64267 2.68500
14 C -1.21284 -1.52211 2.19737
15 O -0.82726 -1.40503 0.89367
16 C -2.18211 -3.96170 1.91624
17 C -0.87782 -4.76918 1.96471
18 C -2.55716 -3.76077 0.44974
19 C -3.30479 -4.79296 2.55685
20 C -2.60359 -1.62463 6.33235
21 C -2.29730 -0.34633 7.11488
22 C -1.92154 -2.80247 7.04622
23 C -4.12398 -1.84031 6.33405
24 C -1.18326 1.69167 1.05586
25 C -1.24336 2.45888 -0.22706
26 C -1.67922 3.77552 -0.25881
27 C -1.86941 4.42675 -1.46690
28 C -1.62056 3.69203 -2.62771
29 C -1.21581 2.35912 -2.64879
30 C -0.99645 1.74942 -1.39826
31 O -0.60919 0.46379 -1.25992
32 C -1.19004 1.58818 -3.98025
33 C -1.25370 2.53471 -5.18275
34 C -2.43249 0.67857 -4.01863
35 C 0.06677 0.73315 -4.14948
36 C -2.36613 5.87065 -1.56880
37 C -2.75365 6.43413 -0.20094
38 C -1.25515 6.74770 -2.16417
39 C -3.60447 5.92996 -2.47757
40 H 4.93199 1.86677 1.96111
41 H 4.03217 0.84043 0.81568
42 H 4.83854 0.11413 2.19481
43 H 4.09749 1.78181 4.41666
44 H 3.83647 0.03073 4.28627
45 H 2.48316 1.09064 4.68260
46 H 2.99854 3.11031 1.98326
47 H 1.99015 2.73997 3.35552
48 H 1.35682 2.61280 0.45617
49 H 0.46939 3.17651 1.83661
50 H -0.12886 1.44943 3.45494
51 H 1.07393 0.23931 3.03095
52 H -1.12893 0.35780 5.02681
53 H -2.86878 -3.46538 4.40483
54 H -0.10268 -4.25435 1.38970
55 H -1.02055 -5.76419 1.52711
56 H -0.52821 -4.89066 2.99420
57 H -1.73019 -3.33442 -0.08988
58 H -3.43196 -3.10988 0.34222
59 H -2.79178 -4.72943 -0.00337
60 H -3.00444 -5.24580 3.50581
61 H -3.56891 -5.61175 1.88277
62 H -4.20225 -4.19084 2.72506
63 H -1.22055 -0.16641 7.19002
64 H -2.68664 -0.44183 8.13148
65 H -2.76935 0.52789 6.65629
66 H -0.83822 -2.65226 7.08781
67 H -2.11519 -3.74984 6.53606
68 H -2.29466 -2.88882 8.07113
69 H -4.63043 -1.02389 5.81231
70 H -4.49684 -1.87458 7.36161
71 H -4.39934 -2.77883 5.84589
72 H -1.49805 2.32729 1.88523
73 H -1.85979 0.84564 1.00732
74 H -1.87918 4.27925 0.68236
75 H -1.78092 4.18740 -3.57756
76 H -2.20484 3.07118 -5.23618
77 H -1.15859 1.94963 -6.10119
78 H -0.44082 3.26939 -5.16424
79 H -3.34434 1.27945 -3.95589
80 H -2.42220 -0.02004 -3.18287
81 H -2.45836 0.10276 -4.95123
82 H 0.95092 1.36944 -4.09672
83 H 0.05494 0.25093 -5.13247
84 H 0.15132 -0.04080 -3.39779
85 H -1.89206 6.49689 0.47073
86 H -3.52822 5.82690 0.27572
87 H -3.14914 7.44462 -0.32409
88 H -0.37260 6.74106 -1.51771
89 H -1.59873 7.78192 -2.26506
90 H -0.95661 6.39118 -3.15374
91 H -4.37222 5.23398 -2.12915
92 H -3.36411 5.68181 -3.51416
93 H -4.02735 6.93895 -2.46902
94 C 3.38575 -3.20534 -4.88267
95 Si 2.29976 -4.44032 -4.00769
96 C 3.19947 -5.36868 -2.66600
97 C 1.56735 -5.62953 -5.24133
98 C 0.83899 -3.51863 -3.21773
99 C -0.47427 -3.73432 -3.61649
100 C -1.54496 -3.06752 -3.01824
101 C -1.28388 -2.20313 -1.99039
102 N -0.02914 -1.99184 -1.57427
103 C 1.00179 -2.58690 -2.18023
104 S 2.46808 -1.94259 -1.51462
105 H 4.20406 -3.71327 -5.40592
106 H 3.82221 -2.49113 -4.17728
107 H 2.80511 -2.64694 -5.62406
108 H 4.03284 -5.94506 -3.08462
109 H 2.52176 -6.06778 -2.16553
110 H 3.60294 -4.68547 -1.91418
111 H 2.35850 -6.23545 -5.69647
112 H 1.05331 -5.09849 -6.05047
113 H 0.85509 -6.31603 -4.77069
114 H -0.67743 -4.43415 -4.42221
115 H -2.56402 -3.22681 -3.34602
116 H -2.05397 -1.66102 -1.46893
117 Cl 1.89850 -2.81810 4.51395
118 C 2.90106 -2.92099 3.06556
119 Cl 3.05686 -4.58560 2.51244
120 Cl 4.52189 -2.28037 3.38579
121 C 2.24936 -2.12145 2.03472
122 N 1.74406 -1.50207 1.24029
123 C 2.39689 3.63472 -2.83044
124 C 3.35602 2.51039 -2.39943
125 C 4.50553 3.08388 -1.55474
126 C 3.94759 1.78030 -3.61750
127 C 2.58155 1.56738 -1.56658
128 N 1.97790 0.83358 -0.95034
129 H 2.92800 4.31147 -3.50107
130 H 2.04928 4.20691 -1.96614
131 H 1.52158 3.23561 -3.35018
132 H 5.07003 3.77578 -2.18101
133 H 5.17947 2.29507 -1.21337
134 H 4.13079 3.62889 -0.68931
135 H 4.59367 2.48133 -4.14761
136 H 3.18010 1.43466 -4.30430
137 H 4.54693 0.92059 -3.30679

Results
- Frontier orbital gap (spin up / spin down): 7.1 / 6.8 eV
- Total energy: -121679.8804 eV
- HOMO level (spin up / spin down): -9.61 / -10.13 eV
- Net charge: +1
- Multiplicity: 3